[1]
{
  "formula": "C5H9N4O2",
  "method": "ωB97M-V with the def2-TZVPD basis set",
  "e_above_lowest_kj_mol": 136.4,
  "smiles": "[O-]/N=N/N[C@H]1C=[N+]([O-])CCC1",
  "total_charge": -1,
  "orbital_gap_ev": 6.48,
  "total_energy_ev": -15381.138,
  "lumo_ev": 3.607,
  "species": ["O", "N", "N", "N", "C", "C", "N", "O", "C", "C", "C", "H", "H", "H", "H", "H", "H", "H", "H", "H"],
  "positions_angstrom": [[3.3934, 1.0727, -1.3079], [2.5462, 0.5619, -0.5588], [2.8648, -0.4978, 0.0319], [2.0700, -0.7953, 1.1895], [0.5837, -0.2894, 1.1915], [0.4763, 1.1521, 1.3462], [0.0303, 1.9483, 0.4028], [-0.4955, 3.1069, 0.5738], [-0.2061, 1.3880, -0.8942], [-1.0604, 0.0632, -0.7135], [-0.1289, -0.9130, -0.0292], [2.2020, -1.8489, 1.1572], [0.2965, -0.6197, 2.1816], [0.9280, 1.6829, 2.2057], [0.8484, 1.1906, -1.3840], [-0.8196, 2.0748, -1.4110], [-1.2585, -0.3527, -1.6567], [-2.0224, 0.4357, -0.1832], [-0.7746, -1.7600, 0.3131], [0.5239, -1.1665, -0.7930]],
  "forces_ev_per_a": [[1.03, 0.42, -1.71], [-1.16, -0.15, 1.84], [1.02, -0.28, 0.28], [-0.40, -0.59, -0.49], [2.72, -2.05, -0.88], [1.10, 2.53, -0.58], [-1.41, -0.99, 0.98], [0.88, 0.72, 0.43], [0.83, -2.19, -1.36], [0.47, 2.71, 1.41], [-3.23, 0.47, 2.72], [-1.21, 1.56, 0.53], [-0.64, -0.78, 0.04], [-0.87, -0.57, -0.23], [-2.12, 0.33, 0.89], [-0.27, 0.97, -0.60], [-0.80, -0.27, -1.43], [1.44, -1.10, -0.64], [0.92, 0.14, -0.28], [1.68, -0.89, -0.92]]
}

[2]
{
  "formula": "C5H9N5",
  "method": "ωB97M-V with the def2-TZVPD basis set",
  "e_above_lowest_kj_mol": 337.0,
  "total_charge": 2,
  "orbital_gap_ev": 9.17,
  "total_energy_ev": -12759.628,
  "lumo_ev": -8.447,
  "species": ["C", "C", "C", "C", "C", "N", "N", "N", "N", "N", "H", "H", "H", "H", "H", "H", "H", "H", "H"],
  "positions_angstrom": [[-1.0529, 0.4446, -0.3372], [0.7448, -1.1462, 0.2058], [1.3645, 1.0894, -0.8589], [-1.7498, 0.0711, 0.9902], [-0.5155, 2.5839, -1.2969], [-1.2734, 1.7501, -0.8866], [0.4622, 0.1431, -0.3809], [-0.1465, -1.7680, 0.8929], [2.4787, 0.7703, -1.2713], [-1.4195, -1.3883, 1.1864], [-1.4117, -0.2646, -1.0753], [1.7754, -1.4701, 0.1181], [-1.3970, 0.5724, 1.8035], [-2.8429, 0.2186, 0.8976], [-0.0967, 3.5344, -1.6636], [0.0451, -2.7068, 1.2923], [3.1478, 1.4485, -1.5419], [2.8771, -0.1563, -1.3682], [-2.0137, -2.2123, 0.9996]],
  "forces_ev_per_a": [[0.92, -0.47, -1.03], [0.01, 3.35, -1.13], [-5.95, 1.03, 1.18], [-0.53, -2.63, -2.57], [-0.07, -2.38, 1.36], [1.65, 2.19, -0.44], [-0.36, -1.71, 1.49], [0.52, -1.24, 0.15], [3.83, -1.73, -0.90], [-0.74, 0.49, -0.03], [-0.52, 0.13, -0.24], [-0.26, -0.48, 0.28], [1.05, 1.58, 2.22], [0.61, -0.30, 0.03], [-0.57, -0.54, 0.09], [0.41, 0.75, -0.34], [0.48, 1.10, -0.44], [-0.14, -0.42, 0.22], [-0.35, 1.29, 0.12]]
}

[3]
{
  "formula": "C5H9N6",
  "method": "ωB97M-V with the def2-TZVPD basis set",
  "e_above_lowest_kj_mol": 35.9,
  "total_charge": 1,
  "orbital_gap_ev": 8.79,
  "total_energy_ev": -14262.670,
  "lumo_ev": -4.312,
  "species": ["C", "C", "C", "C", "C", "N", "N", "N", "N", "N", "N", "H", "H", "H", "H", "H", "H", "H", "H", "H"],
  "positions_angstrom": [[-3.2882, -1.0841, -0.2937], [-1.8721, -0.6961, -0.1225], [-2.0522, 0.6093, 0.4854], [0.2224, 0.7132, 0.6103], [-0.5754, -1.2019, -0.3324], [-4.1195, -0.2117, 0.1312], [-0.9305, 1.2807, 0.7960], [-3.3527, 0.8179, 0.5801], [0.5065, -0.4572, 0.0334], [3.7647, 0.8892, -0.1905], [1.7516, -0.8844, -0.0924], [-3.5816, -2.1471, -0.5807], [0.9870, 1.4604, 0.7007], [-0.3699, -2.1510, -0.7407], [-3.7525, 1.6645, 0.8353], [4.1663, 0.8055, -1.2197], [3.3705, 1.8677, -0.0028], [2.5711, -0.1967, -0.4570], [4.6382, 0.6960, 0.3357], [1.9162, -1.7743, -0.4756]],
  "forces_ev_per_a": [[1.60, -4.03, -0.77], [-0.93, 0.76, 0.53], [2.75, -2.73, -1.21], [0.15, 2.70, -0.31], [-1.35, 1.26, 0.66], [0.29, 0.57, 0.06], [-1.67, 0.56, 0.47], [0.61, 0.15, 0.08], [-3.26, -1.04, -0.55], [1.52, 0.82, -2.70], [3.69, 1.26, -0.36], [0.01, 1.91, 0.15], [1.05, -0.56, 0.48], [0.15, -0.93, -0.51], [-1.11, 1.56, 0.66], [-1.25, 0.96, 2.50], [1.38, -1.81, -0.54], [-1.77, -0.48, 1.66], [-1.08, 0.49, 0.12], [-0.77, -1.40, -0.42]]
}

[4]
{
  "formula": "C5H9N6O",
  "method": "ωB97M-V with the def2-TZVPD basis set",
  "e_above_lowest_kj_mol": 148.5,
  "total_charge": 1,
  "orbital_gap_ev": 10.10,
  "total_energy_ev": -16310.376,
  "lumo_ev": -2.786,
  "species": ["C", "C", "C", "C", "C", "N", "N", "N", "N", "N", "N", "O", "H", "H", "H", "H", "H", "H", "H", "H", "H"],
  "positions_angstrom": [[0.1970, -0.3990, 1.5306], [-0.2091, -0.5777, 0.2736], [1.9864, -0.4150, 0.3377], [-1.7302, -0.3920, -0.0841], [0.8448, -0.7535, -1.9222], [-0.7811, 4.0085, 0.0018], [-0.0677, 3.0927, -0.0340], [0.9527, -0.5730, -0.4544], [1.5923, -0.4112, 1.5779], [-2.4978, -1.1911, 0.6876], [0.6260, 2.1805, 0.1581], [-2.1044, 0.5625, -0.7511], [-0.3626, -0.2350, 2.4774], [0.7764, -1.8599, -2.1408], [-0.0275, -0.3323, -2.3843], [1.8279, -0.4858, -2.3747], [-1.2010, 4.6736, -0.6326], [2.2075, -0.3263, 2.4152], [-2.0152, -2.1113, 0.9892], [-3.5138, -1.2159, 0.4876], [3.0148, -0.2352, -0.0370]],
  "forces_ev_per_a": [[-0.11, -0.38, 3.68], [-0.99, 0.43, 0.54], [2.41, -0.04, -2.06], [0.90, 1.71, -0.30], [2.45, -2.16, -0.32], [-2.17, 2.51, 1.21], [3.49, -4.34, 0.23], [-1.94, -0.06, -2.37], [-0.69, 0.76, 1.48], [0.45, -2.58, 0.11], [-1.83, 2.74, -0.87], [0.57, -1.57, 0.43], [0.41, -0.35, -1.10], [-0.01, 1.00, 0.51], [-0.16, 0.90, 0.30], [-1.02, 0.33, 0.15], [0.57, -0.66, -0.59], [-0.92, 0.07, -1.13], [-1.55, 2.16, -0.62], [1.03, 0.04, 0.28], [-0.89, -0.51, 0.45]]
}